11
Properties=species:S:1:pos:R:3:forces:R:3:lowdin_charge:R:1 method="wB97M-V/def2-TZVPD" total_energy_ha=-248.204852 smiles=CC#CCC#N lumo_energy_ev=0.74 gap_ev=10.899 molar_mass_g_mol=79.10 e_above_lowest_ev=1.910 charge=0 multiplicity=1
C 1.3402 0.0663 -2.0500 0.050 -0.002 -0.055 -0.10
C 0.4667 0.0656 -0.8775 -0.292 0.019 0.463 -0.07
C -0.2184 0.0594 0.1120 0.351 -0.020 -0.387 -0.04
C -0.9939 0.0449 1.3585 -0.030 0.033 0.040 -0.19
C -1.1528 -1.3119 1.9123 -0.112 -0.791 0.352 -0.22
N -1.2828 -2.3643 2.3701 0.115 0.956 -0.429 0.14
H 1.7263 -0.9398 -2.2355 -0.059 0.111 0.017 0.08
H 2.1934 0.7312 -1.8889 -0.103 -0.074 -0.010 0.08
H 0.8138 0.4018 -2.9475 0.010 -0.047 0.139 0.08
H -0.4943 0.6586 2.1192 -0.094 -0.095 -0.137 0.12
H -1.9920 0.4739 1.2066 0.163 -0.090 0.008 0.12